# 1
{"formula": "C29H55BF10NO13P2", "method": "ωB97M-V with the def2-TZVPD basis set", "molar_mass_g_mol": 888.5, "gap_ev": 6.603, "e_lumo_ev": 1.74, "total_charge": -1, "energy_ha": -3877.30722, "homo_ev": -4.9, "species": ["C", "O", "C", "C", "C", "C", "O", "C", "O", "O", "B", "C", "C", "N", "C", "C", "C", "F", "F", "C", "F", "F", "C", "F", "F", "C", "F", "F", "F", "O", "C", "C", "C", "F", "H", "H", "H", "H", "H", "H", "H", "H", "H", "H", "H", "H", "H", "H", "H", "H", "H", "H", "H", "H", "H", "H", "H", "H", "H", "O", "P", "O", "C", "C", "O", "C", "C", "O", "C", "C", "H", "H", "H", "H", "H", "H", "H", "H", "H", "H", "H", "H", "H", "H", "H", "O", "P", "O", "C", "C", "O", "C", "C", "O", "C", "C", "H", "H", "H", "H", "H", "H", "H", "H", "H", "H", "H", "H", "H", "H", "H"], "positions_angstrom": [[4.3378, -2.1871, 3.1056], [4.0236, -0.8294, 3.1717], [2.6563, -0.5748, 2.8823], [2.1947, -0.8704, 1.4205], [1.4995, -2.2505, 1.3894], [0.2250, -2.2303, 0.5350], [-0.5640, -3.4277, 0.8529], [-1.4814, -3.1858, 1.7841], [-2.4312, -3.9251, 1.9420], [1.3549, 0.1740, 1.0163], [1.9163, 1.1091, 0.0219], [2.2235, 2.5175, 0.8452], [2.8102, 3.6501, -0.0303], [3.7067, 4.5643, 0.7273], [1.1750, 1.2680, -1.4252], [0.1274, 2.4181, -1.5011], [-1.1843, 2.0541, -2.1688], [-1.8069, 3.2026, -2.5567], [-0.9144, 1.3767, -3.3207], [-2.1359, 1.1346, -1.3587], [-1.5035, 0.0991, -0.7999], [-3.0075, 0.5917, -2.2572], [-3.0423, 1.8295, -0.3012], [-3.9149, 2.6525, -0.8948], [-3.7916, 0.8368, 0.2451], [-2.3221, 2.5199, 0.8925], [-2.0514, 3.7978, 0.6142], [-3.2071, 2.5530, 1.9176], [-1.2635, 1.8589, 1.3196], [3.2988, 0.5603, -0.2230], [3.3837, -0.7038, 0.3850], [3.4653, -1.7632, -0.7344], [4.7059, -1.4806, -1.5857], [5.4618, -2.6367, -1.7851], [5.3826, -2.3724, 3.3556], [4.1863, -2.5960, 2.0968], [3.7209, -2.8048, 3.7781], [2.5134, 0.4934, 3.0409], [2.0494, -1.0855, 3.6444], [2.1586, -3.0422, 1.0320], [1.1779, -2.5591, 2.3880], [-0.3575, -1.3782, 0.8702], [0.4495, -2.2117, -0.5255], [-1.3825, -2.3157, 2.4547], [2.8213, 2.3553, 1.7457], [1.2363, 2.8826, 1.1905], [1.9822, 4.2835, -0.3651], [3.3133, 3.2602, -0.9171], [4.4338, 3.9665, 1.1090], [3.1656, 4.8634, 1.5321], [0.7266, 0.3259, -1.7590], [1.9554, 1.4811, -2.1595], [0.5646, 3.1867, -2.1426], [-0.0379, 2.9005, -0.5393], [4.4011, -0.6913, 0.7976], [3.6178, -2.7565, -0.2956], [2.5574, -1.7969, -1.3409], [5.3386, -0.7537, -1.0761], [4.4037, -1.0424, -2.5373], [-0.7982, 2.4162, -9.2059], [-0.6329, 3.6769, -8.4315], [0.9802, 3.9393, -8.3955], [1.6552, 4.2474, -9.6087], [1.3031, 5.6311, -10.1295], [-0.8829, 3.1819, -6.9028], [-1.3923, 1.8757, -6.6142], [-0.2734, 0.8676, -6.4429], [-1.0338, 5.2222, -7.9792], [-2.1435, 5.8548, -8.6376], [-3.4153, 5.0329, -8.5527], [1.4350, 3.4839, -10.3613], [2.7220, 4.1986, -9.3908], [0.2801, 5.6515, -10.5184], [1.9706, 5.9184, -10.9433], [1.3705, 6.3734, -9.3347], [-2.0967, 1.5611, -7.3841], [-1.9534, 1.9529, -5.6826], [0.4800, 0.9491, -7.2263], [-0.6694, -0.1492, -6.4417], [0.2408, 1.0346, -5.4964], [-1.8853, 6.0504, -9.6834], [-2.2898, 6.8194, -8.1524], [-3.3083, 4.0796, -9.0826], [-4.2493, 5.5714, -9.0040], [-3.6588, 4.8029, -7.5156], [-1.1785, -5.8732, 7.6046], [-1.9982, -4.6324, 7.5367], [-1.6156, -3.9369, 6.1188], [-1.9931, -4.5944, 4.9028], [-3.4939, -4.5605, 4.6837], [-1.1999, -3.6464, 8.5700], [-0.1624, -4.1443, 9.4110], [1.1929, -4.0532, 8.7342], [-3.3728, -3.7364, 7.7768], [-4.5371, -4.4030, 8.2914], [-4.2634, -5.1331, 9.5927], [-1.6242, -5.6242, 4.9058], [-1.4951, -4.0707, 4.0989], [-3.9962, -5.2321, 5.3913], [-3.7456, -4.8880, 3.6785], [-3.8893, -3.5568, 4.8386], [-0.3793, -5.1646, 9.7266], [-0.1611, -3.5267, 10.3116], [1.1595, -4.4139, 7.7072], [1.9382, -4.6288, 9.2863], [1.5257, -3.0146, 8.6918], [-4.9224, -5.0975, 7.5389], [-5.2963, -3.6369, 8.4465], [-3.5423, -5.9455, 9.4480], [-5.1816, -5.5708, 9.9859], [-3.8447, -4.4551, 10.3366]], "forces_ev_per_angstrom": [[-0.147, -0.803, -0.276], [0.110, 0.010, 0.138], [0.369, 0.566, 0.089], [1.118, 0.607, -0.488], [-0.617, -0.024, -0.585], [0.623, -0.191, 1.349], [-0.029, 0.855, -0.149], [-1.337, -1.325, -0.066], [0.721, 0.421, -0.212], [-1.558, -0.961, 0.274], [1.849, 0.847, 0.760], [-1.487, 0.557, -1.212], [-0.346, 0.113, 0.954], [0.054, -0.297, -0.477], [-0.582, 0.151, 0.401], [0.500, -0.380, -0.394], [1.605, 0.064, 0.171], [-0.710, -0.186, 0.250], [-0.175, -0.096, -0.082], [-0.871, 0.358, -0.988], [0.306, 0.259, 0.255], [-0.208, 0.153, 0.118], [-0.056, -0.979, 0.176], [0.368, 0.420, 0.049], [0.250, -0.132, 0.039], [-1.269, 0.462, 0.813], [0.529, -0.304, -0.216], [0.153, 0.001, -0.167], [0.111, 0.189, -0.407], [-0.706, -0.723, 0.146], [0.931, -0.140, -0.841], [0.349, -0.308, 0.467], [-0.699, 0.618, 0.311], [-0.035, -0.113, -0.265], [0.025, 0.384, 0.110], [0.019, 0.076, 0.011], [-0.039, 0.203, 0.082], [0.116, -0.001, -0.088], [-0.142, -0.169, -0.257], [0.041, 0.059, 0.070], [0.095, 0.166, 0.076], [0.052, 0.240, -0.588], [-0.386, -0.058, -0.081], [0.506, 0.197, -0.454], [0.186, -0.215, -0.173], [0.245, 0.049, 0.345], [0.096, -0.093, -0.302], [0.251, 0.076, 0.115], [0.103, 0.138, 0.100], [0.087, 0.058, 0.083], [0.049, -0.022, 0.132], [0.001, 0.026, 0.050], [-0.322, 0.156, -0.011], [-0.149, -0.132, 0.031], [-0.343, -0.462, 0.775], [-0.011, 0.009, -0.104], [0.007, 0.087, 0.012], [0.118, -0.081, -0.022], [0.289, -0.262, -0.204], [-1.629, 2.088, -1.943], [3.551, -1.937, 5.478], [-0.777, 0.244, -0.304], [0.170, 0.098, -0.225], [-0.173, -0.024, -0.040], [-0.398, 0.418, -0.462], [0.116, -0.407, 0.046], [0.240, 0.020, 0.165], [-0.995, -0.774, -2.729], [-0.302, 0.168, -0.070], [0.031, -0.210, 0.041], [-0.004, -0.013, 0.037], [-0.045, -0.057, 0.135], [0.034, 0.028, -0.016], [0.002, -0.038, 0.001], [0.064, -0.023, 0.016], [0.116, 0.047, -0.133], [0.074, 0.206, 0.015], [-0.186, 0.008, -0.190], [-0.016, 0.015, 0.023], [-0.040, -0.021, 0.019], [0.003, 0.045, 0.024], [0.173, -0.047, 0.094], [0.000, 0.072, -0.015], [0.015, 0.019, 0.003], [-0.002, 0.074, 0.019], [-2.972, -1.268, 0.174], [4.515, 4.925, -0.413], [-0.532, -0.485, 0.596], [-0.245, -0.158, -0.172], [-0.121, -0.232, 0.284], [-0.590, -0.264, 0.118], [0.343, -0.069, -0.091], [0.115, 0.201, -0.039], [-0.446, -2.945, -0.112], [-0.290, -0.092, 0.159], [0.213, -0.046, 0.035], [0.034, 0.033, 0.062], [0.119, 0.108, 0.138], [-0.012, 0.036, -0.009], [0.085, 0.014, -0.018], [0.061, 0.029, -0.060], [-0.010, -0.050, -0.147], [-0.140, 0.092, -0.072], [-0.109, -0.190, 0.061], [-0.006, 0.007, 0.000], [-0.003, -0.005, 0.019], [-0.028, 0.044, -0.005], [0.131, 0.118, -0.098], [-0.070, 0.019, -0.024], [-0.011, 0.016, -0.016], [-0.064, 0.046, -0.001]], "lowdin_charge": [-0.124, -0.171, -0.112, -0.350, -0.078, -0.121, 0.001, -0.357, 0.045, 0.012, -0.813, -0.092, -0.292, -0.035, -0.039, -0.083, -0.430, 0.109, 0.099, -0.342, 0.168, 0.130, -0.337, 0.166, 0.139, -0.532, 0.178, 0.149, 0.211, -0.002, -0.257, -0.105, -0.186, -0.076, 0.088, 0.077, 0.093, 0.127, 0.123, 0.106, 0.111, 0.100, 0.127, 0.162, 0.087, 0.079, 0.092, 0.105, 0.050, 0.047, 0.091, 0.102, 0.130, 0.093, 0.141, 0.105, 0.116, 0.114, 0.117, -0.225, 0.548, -0.198, -0.288, -0.082, -0.199, -0.280, -0.069, -0.189, -0.282, -0.082, 0.111, 0.118, 0.059, 0.076, 0.084, 0.102, 0.107, 0.073, 0.080, 0.065, 0.103, 0.120, 0.072, 0.078, 0.087, -0.227, 0.549, -0.196, -0.266, -0.077, -0.208, -0.297, -0.075, -0.189, -0.281, -0.084, 0.119, 0.082, 0.060, 0.065, 0.089, 0.100, 0.113, 0.074, 0.074, 0.075, 0.104, 0.120, 0.071, 0.078, 0.084]}

***

# 2
{"formula": "FH3O3P", "method": "ωB97M-V with the def2-TZVPD basis set", "e_above_lowest_ev": 2.409, "molar_mass_g_mol": 101.0, "gap_ev": 13.491, "e_lumo_ev": -5.44, "total_charge": 1, "energy_ha": -668.50545, "homo_ev": -18.9, "species": ["O", "O", "O", "F", "P", "H", "H", "H"], "positions_angstrom": [[-1.1065, 0.6311, 1.0751], [1.1649, -0.3850, 0.8794], [0.1894, 1.1635, -0.9680], [-0.6700, -1.5242, -0.7682], [-0.0357, 0.1496, 0.0955], [-1.9471, 0.1084, 1.1187], [1.6079, -1.0766, 0.3447], [0.7971, 0.9334, -1.7770]], "forces_ev_per_angstrom": [[-0.401, -0.535, -0.560], [0.174, -0.208, -0.717], [1.708, 0.491, -3.291], [1.839, 5.100, 2.443], [-2.841, -5.876, -0.280], [0.522, 0.440, 0.094], [0.408, -0.129, 0.514], [-1.408, 0.717, 1.796]], "lowdin_charge": [0.017, 0.011, 0.011, -0.257, 0.663, 0.177, 0.150, 0.227]}

***

Please write out number 2 again, unchanged.
{"formula": "FH3O3P", "method": "ωB97M-V with the def2-TZVPD basis set", "e_above_lowest_ev": 2.409, "molar_mass_g_mol": 101.0, "gap_ev": 13.491, "e_lumo_ev": -5.44, "total_charge": 1, "energy_ha": -668.50545, "homo_ev": -18.9, "species": ["O", "O", "O", "F", "P", "H", "H", "H"], "positions_angstrom": [[-1.1065, 0.6311, 1.0751], [1.1649, -0.3850, 0.8794], [0.1894, 1.1635, -0.9680], [-0.6700, -1.5242, -0.7682], [-0.0357, 0.1496, 0.0955], [-1.9471, 0.1084, 1.1187], [1.6079, -1.0766, 0.3447], [0.7971, 0.9334, -1.7770]], "forces_ev_per_angstrom": [[-0.401, -0.535, -0.560], [0.174, -0.208, -0.717], [1.708, 0.491, -3.291], [1.839, 5.100, 2.443], [-2.841, -5.876, -0.280], [0.522, 0.440, 0.094], [0.408, -0.129, 0.514], [-1.408, 0.717, 1.796]], "lowdin_charge": [0.017, 0.011, 0.011, -0.257, 0.663, 0.177, 0.150, 0.227]}

***

- Which formula does entry 1 have?
  C29H55BF10NO13P2